192
Properties=species:S:1:pos:R:3:forces:R:3:mulliken_charge:R:1 method="wB97M-V/def2-TZVPD" smiles=CCN(CC)CC.CCN(CC)CC.CCN(CC)CC.CCN(CC)CC.CCN(CC)CC.CCN(CC)CC.c1ccccc1.c1ccccc1.c1ccccc1.c1ccccc1.c1ccccc1 e_tot_ev=-79325.6307 homo_lumo_gap_ev=8.9 homo_ev=-8.15
C 18.647635 11.475090 13.718591 -0.1 0.3 0.1 -0.92
C 19.911756 12.024495 13.018952 -0.5 -0.8 1.2 -1.20
N 21.085307 12.169703 13.889121 -0.4 -0.4 0.2 0.49
C 21.497760 10.869968 14.430423 -0.6 0.1 0.4 -0.08
C 21.814854 9.749151 13.463622 0.2 0.7 -0.8 -1.42
C 22.155877 12.833582 13.170280 -1.0 -0.2 -1.1 -1.02
C 21.893566 14.329204 13.133013 -0.2 -0.3 1.1 -0.51
H 17.742485 11.580866 13.104498 0.4 -0.1 -0.2 0.42
H 18.362910 11.959916 14.661096 0.5 0.3 0.0 -0.26
H 18.755447 10.424380 13.967460 0.0 -0.3 -0.1 0.78
H 20.188797 11.316282 12.252103 -0.2 -0.2 -0.8 0.30
H 19.658610 12.949537 12.548524 0.1 0.7 -0.2 0.61
H 22.391668 11.045228 15.020136 0.0 0.1 0.4 0.75
H 20.689049 10.544387 15.082735 0.1 0.0 0.3 -0.46
H 21.022833 9.572900 12.718165 0.2 -0.5 0.7 0.26
H 22.651216 10.091550 12.888904 0.7 0.2 -0.7 0.36
H 22.223433 8.889771 13.977326 -0.6 -0.5 0.1 0.46
H 22.208208 12.384870 12.143749 0.3 0.5 0.3 0.36
H 23.092669 12.624895 13.646257 0.6 -0.1 0.4 0.54
H 22.764939 14.838156 12.765919 0.3 0.5 -0.3 0.46
H 21.701882 14.647859 14.188664 0.2 -0.1 -0.8 0.13
H 21.010350 14.582942 12.548628 0.1 0.0 -0.1 -0.04
C 20.919253 15.890148 9.630339 -0.6 1.9 -0.6 -1.81
C 20.322759 16.935617 10.633991 0.8 -0.7 0.2 0.66
N 20.968712 18.234279 10.697653 1.0 0.4 -0.3 0.08
C 20.119765 19.169994 11.442861 -0.2 -0.9 0.1 0.36
C 20.668406 20.550929 11.527509 1.2 -0.5 -0.9 -1.94
C 22.329858 18.181166 11.329365 -1.4 -1.1 -0.2 -0.58
C 22.307378 17.797358 12.824495 0.7 -0.4 -0.8 -0.78
H 20.926279 16.274944 8.576855 0.4 0.0 1.0 0.34
H 20.320903 15.009391 9.534630 -0.6 -0.6 0.5 0.46
H 21.902772 15.602555 9.956872 0.5 -0.1 -0.1 0.33
H 19.271090 17.130649 10.465081 -0.3 -0.2 -0.2 0.24
H 20.438412 16.514886 11.647200 -0.6 -0.4 -0.2 -0.48
H 19.192514 19.250077 10.894342 -0.5 -0.2 -0.1 0.16
H 19.909943 18.777653 12.435655 -0.3 -0.2 0.3 0.19
H 19.919553 21.241539 11.852984 -0.3 0.6 0.0 0.49
H 21.545378 20.608199 12.168317 0.0 0.2 0.2 0.25
H 20.997772 20.678812 10.488173 0.0 1.0 0.2 0.49
H 22.730456 19.166185 11.154061 0.6 0.1 0.1 0.41
H 22.942711 17.405310 10.818194 -0.4 0.7 0.0 0.38
H 22.009624 18.601372 13.477262 0.2 0.3 0.3 0.31
H 23.307331 17.394574 13.006646 0.1 0.5 0.6 0.40
H 21.668163 16.951074 13.045540 -0.3 0.0 -0.1 -0.02
C 12.352820 18.851210 18.158016 0.1 0.6 -1.0 -1.00
C 12.266969 17.375259 18.491089 0.0 0.6 -2.3 -0.69
N 12.510419 16.561187 17.264792 -0.3 -0.3 1.4 0.20
C 12.746088 15.206775 17.718580 -0.2 -0.2 -0.2 -1.14
C 12.989616 14.203705 16.638874 -1.5 0.5 -1.1 -0.14
C 13.558087 17.025186 16.397508 0.2 0.4 -0.8 0.65
C 14.983223 17.062349 16.938582 -0.4 1.8 0.1 -0.98
H 13.368126 19.236776 17.902447 -0.5 -0.4 0.9 0.12
H 11.852234 19.447911 18.911268 0.2 0.2 0.2 0.48
H 11.845099 19.042416 17.204216 -0.4 -0.1 0.2 0.16
H 12.969573 17.129704 19.252244 0.6 -0.4 0.9 0.43
H 11.255980 17.129716 18.785786 -0.2 -0.1 0.4 0.47
H 13.600586 15.118908 18.358187 1.0 0.4 0.8 0.40
H 11.929490 14.873830 18.357690 -0.4 0.1 -0.1 0.57
H 12.121931 14.180095 15.950614 0.1 -0.3 0.4 0.20
H 13.794184 14.490379 15.978157 0.7 -0.3 0.2 -0.46
H 13.117948 13.265002 17.135233 0.3 -0.8 -0.2 0.62
H 13.256189 17.981865 15.963760 0.2 0.3 0.4 0.29
H 13.526920 16.415809 15.498943 0.1 -0.3 0.0 -0.54
H 15.034514 17.594947 17.903853 -0.1 -0.1 -0.2 0.34
H 15.593250 17.674225 16.247292 0.0 -0.7 0.2 0.02
H 15.374651 16.090499 17.113617 0.6 -0.9 -0.2 -0.08
C 17.142508 13.738176 19.599677 0.3 -0.4 -0.9 -1.97
C 16.955974 13.269864 18.165121 0.7 0.7 -0.4 -1.05
N 17.944403 12.355647 17.578802 0.3 0.0 1.0 1.40
C 17.850611 11.004794 18.199790 -0.6 0.2 -1.1 -0.83
C 18.869499 10.042047 17.586987 -0.6 0.3 0.2 -0.87
C 19.313624 12.880183 17.668496 0.9 1.0 -0.8 -0.72
C 19.494412 14.355027 17.134234 0.1 -0.6 -0.1 -0.91
H 16.567028 14.612912 19.770385 -1.0 0.7 0.1 0.46
H 18.146352 14.064863 19.823374 0.5 -0.5 0.2 0.33
H 16.754324 12.937651 20.166976 0.1 -0.6 1.6 0.50
H 15.990656 12.806254 18.064230 -0.5 -0.2 -0.1 0.82
H 16.950340 14.182313 17.590915 -0.1 0.2 -0.8 0.16
H 16.868114 10.600715 17.928552 -0.1 0.3 0.1 0.44
H 17.860481 11.053250 19.293784 0.4 -0.1 0.1 0.40
H 19.809418 10.168774 18.094533 0.6 -0.3 -0.1 0.34
H 18.964065 10.271968 16.527068 0.2 0.1 0.0 -0.22
H 18.504540 9.014452 17.633175 0.2 0.0 0.3 0.38
H 19.850722 12.736481 18.614618 -0.6 0.2 0.5 0.38
H 19.936742 12.291175 16.992345 -0.1 0.0 -0.2 0.27
H 20.549603 14.608791 16.959500 0.0 -0.4 0.5 0.52
H 19.124215 14.326371 16.111603 -0.5 0.3 -0.1 -0.15
H 19.077756 15.219896 17.693469 -0.1 -0.8 -0.2 0.31
C 14.966896 17.070709 7.750897 0.8 -0.4 0.6 -1.68
C 14.413573 17.875496 8.922726 0.0 -0.5 -0.3 0.66
N 14.189594 19.259053 8.607961 0.3 1.1 -0.1 1.01
C 15.274909 20.091008 8.048757 -0.1 -1.3 0.3 -0.81
C 16.435323 20.109814 9.011106 1.6 -0.5 -1.7 -0.92
C 12.925723 19.538925 7.987114 -0.6 -0.8 -1.5 -0.93
C 11.986091 20.194744 8.956205 -1.7 -0.4 0.1 -0.64
H 15.192169 16.080549 8.152667 -0.1 -0.2 -0.3 0.47
H 15.923862 17.440086 7.336128 -0.5 0.1 0.2 0.31
H 14.224360 17.001724 6.966788 0.0 -0.1 -0.3 0.33
H 13.437386 17.417648 9.184451 0.3 0.4 0.0 0.52
H 15.021974 17.719811 9.824411 0.1 0.3 -0.3 -1.11
H 15.594903 19.773955 7.011675 -0.2 0.2 0.8 0.36
H 14.894448 21.100192 7.996941 -0.3 0.3 -0.2 0.54
H 16.128937 20.317158 10.002037 -0.3 0.6 1.0 0.12
H 16.975584 19.154574 9.031856 -0.2 -0.1 0.0 0.15
H 17.195850 20.811404 8.614582 -0.4 0.0 0.6 0.49
H 12.477789 18.606791 7.496233 0.4 1.0 0.8 0.28
H 13.077275 20.217946 7.122887 -0.1 -0.2 0.4 0.47
H 11.860703 19.620492 9.893160 -0.1 -0.1 -0.6 -0.20
H 10.984410 20.392473 8.484707 0.8 -0.2 0.5 0.50
H 12.384676 21.127035 9.288246 0.4 0.9 0.1 0.29
C 11.463239 10.044837 11.240001 0.1 0.9 0.6 -1.36
C 10.692535 11.311163 11.813380 -0.7 -2.5 -0.6 -0.33
N 10.882294 12.550799 11.139279 1.6 0.7 -0.4 -0.05
C 12.312894 13.001780 11.369025 -1.1 0.8 -0.3 -0.11
C 12.630342 14.343181 10.653634 -0.8 -0.6 -0.2 -1.33
C 9.926693 13.545494 11.635229 0.9 1.0 -1.0 0.27
C 8.479033 13.241319 11.279776 0.0 0.0 0.7 -1.48
H 11.189160 9.123367 11.786903 0.0 0.5 -0.1 0.40
H 12.551745 10.162633 11.328241 -0.2 -0.1 0.1 0.26
H 11.266854 9.867610 10.183588 -0.3 0.2 0.0 0.40
H 9.625314 11.038635 11.763384 0.3 0.1 -0.2 0.27
H 10.869210 11.390303 12.878235 0.5 0.1 0.7 0.41
H 12.431304 13.160680 12.474470 0.3 -0.3 -0.6 0.07
H 12.993216 12.227533 10.995879 -0.3 0.1 0.3 0.30
H 12.129489 15.152759 11.174255 0.6 0.4 0.3 -0.21
H 13.691769 14.487279 10.472193 0.1 0.2 0.6 0.57
H 12.191933 14.410854 9.659995 -0.2 -0.5 -0.3 0.58
H 10.142367 14.505361 11.122637 0.1 -0.5 0.2 0.04
H 10.156469 13.765200 12.697310 -0.6 -0.2 0.1 0.16
H 8.391915 12.881819 10.243762 0.1 0.3 0.3 0.32
H 7.892894 14.157982 11.450505 0.1 -0.3 -0.3 0.41
H 8.072821 12.478937 11.941881 -0.2 -0.1 -0.1 0.37
C 9.405876 16.799274 14.480413 0.4 0.2 -0.6 -0.85
C 8.782847 16.857615 13.227530 -1.4 -0.1 1.3 -0.36
C 9.456028 17.274814 12.101060 0.7 -0.2 0.1 -0.92
C 10.792962 17.641291 12.204625 0.1 0.5 -0.8 0.00
C 11.459739 17.595861 13.423746 -0.3 -0.5 -0.7 -0.09
C 10.767726 17.120354 14.524624 0.2 0.0 1.1 -0.58
H 8.829648 16.560897 15.392481 0.5 0.0 -0.7 0.43
H 7.698857 16.652507 13.230389 0.6 0.0 -0.4 0.35
H 8.993483 17.285270 11.133428 -0.3 0.1 -0.2 0.47
H 11.267956 18.024333 11.286667 0.0 -0.3 0.6 0.14
H 12.507344 17.881767 13.479645 -0.2 0.0 0.2 0.52
H 11.330647 17.034391 15.453099 -0.5 0.0 0.0 0.83
C 15.452667 8.989921 14.639180 0.0 -0.3 0.2 -0.78
C 16.050410 10.105792 15.191381 -0.7 1.0 0.1 -0.17
C 15.312607 11.293276 15.284504 -0.4 -0.3 0.2 0.58
C 13.948179 11.322346 14.947065 1.3 -0.4 -0.5 -0.29
C 13.371192 10.151288 14.458799 -1.0 0.1 0.5 -0.30
C 14.108278 8.985633 14.316797 -0.4 0.3 -0.2 -0.81
H 16.017928 8.098278 14.501958 0.4 -0.6 0.0 0.45
H 17.047014 10.125983 15.601509 0.2 -0.3 -0.3 0.20
H 15.813702 12.175246 15.680987 -0.1 -0.1 0.0 0.27
H 13.426073 12.261949 14.992319 -0.4 0.0 0.1 0.11
H 12.286309 10.086472 14.285973 0.6 0.3 -0.1 0.39
H 13.580148 8.094799 13.967829 0.4 0.2 0.0 0.38
C 15.004003 20.248202 14.101174 0.3 0.4 1.4 -0.03
C 14.976934 19.956858 12.777865 0.2 0.0 -0.9 0.08
C 13.825500 20.190000 12.070528 -0.7 -0.5 -0.6 -0.30
C 12.640205 20.565532 12.685232 0.5 0.5 0.6 -0.79
C 12.640581 20.781576 14.066242 1.2 0.1 0.4 -0.21
C 13.869270 20.696021 14.783406 -0.9 -0.8 -0.5 -0.72
H 15.966029 20.119963 14.569994 -0.1 0.0 0.7 -0.03
H 15.855924 19.548883 12.281851 -0.1 0.2 0.1 0.52
H 13.830233 19.956996 11.024936 -0.1 0.1 -0.6 0.09
H 11.761099 20.751983 12.081078 -0.1 -0.2 0.1 0.42
H 11.723014 21.004797 14.591013 0.0 0.1 0.0 0.38
H 13.910359 20.800062 15.876026 -0.1 0.2 -0.6 0.40
C 18.624357 20.042457 15.078974 -0.3 0.4 -0.2 -0.17
C 18.526101 18.689606 14.772829 0.1 0.4 -0.4 0.08
C 19.220468 17.778582 15.564533 -0.8 -0.6 -0.8 0.15
C 20.006180 18.237514 16.578145 0.6 0.0 0.6 -0.33
C 20.101962 19.606796 16.831893 0.7 -0.1 1.9 -0.65
C 19.382625 20.533526 16.140829 -0.5 -0.8 -1.5 -0.91
H 18.118946 20.806316 14.511231 -0.3 -0.1 -0.5 0.49
H 18.019884 18.368337 13.854284 -0.1 0.1 0.6 -0.01
H 19.117625 16.699156 15.402921 0.1 0.4 -0.1 0.36
H 20.561041 17.482525 17.138071 0.0 0.5 0.2 0.38
H 20.652240 19.973038 17.697469 0.3 -0.3 -0.2 0.33
H 19.430013 21.602362 16.252248 0.1 0.1 0.5 0.40
C 17.224279 15.946135 12.632408 -0.2 0.5 -0.8 -0.17
C 16.256140 16.799437 12.099371 0.8 0.0 -0.4 -0.53
C 14.946177 16.539211 12.387128 -0.1 0.2 0.1 -0.38
C 14.608436 15.527661 13.241742 -1.4 0.0 0.5 -0.09
C 15.534701 14.688341 13.784547 -0.3 -0.1 0.5 -0.03
C 16.834276 14.910638 13.443601 1.8 -0.9 0.5 -0.46
H 18.256654 16.042291 12.346773 0.3 0.2 0.1 0.24
H 16.501861 17.642105 11.449604 0.2 -0.3 0.1 0.36
H 14.141506 17.113248 12.001356 -0.4 0.7 -0.4 0.31
H 13.571378 15.482259 13.526303 -0.4 -0.4 0.0 0.75
H 15.272952 13.922532 14.495422 -0.1 -0.2 -0.1 -0.35
H 17.596629 14.246825 13.853570 0.0 0.1 -0.1 0.36